1.
Molecular formula: C2H2N3O
Method: DFT, ωB97M-V/def2-TZVPD

Results
net charge: +1
HOMO-LUMO gap: 7.762 eV
structure (SMILES): O=C1N=NC=[NH+]1

```
8
Properties=species:S:1:pos:R:3:nbo_charge:R:1
C -0.0960 -0.3039 -1.0605 0.4011
C 0.3360 0.2564 1.0653 0.6965
N 1.2477 -0.2801 -0.8207 -0.0875
N 1.4919 -0.0731 0.3707 -0.0195
N -0.7359 0.1498 0.0049 -0.4671
O 0.1853 0.5763 2.1682 -0.2503
H -0.7642 -0.4310 -1.8742 0.2754
H -1.6648 0.1056 0.1464 0.4514
```


2.
Molecular formula: C2H2N3O
Method: DFT, ωB97M-V/def2-TZVPD

Results
net charge: +1
HOMO-LUMO gap: 8.251 eV
structure (SMILES): O=C1N=NC=[NH+]1

```
8
Properties=species:S:1:pos:R:3:nbo_charge:R:1
C 0.5976 -0.2053 0.8593 0.3481
C -0.8653 0.2168 -0.8531 0.7336
N -1.4567 -0.5132 0.1287 -0.0799
N -0.6753 -0.7926 1.1292 -0.0290
N 0.6022 0.2114 -0.3569 -0.4979
O -1.1747 0.8519 -1.7875 -0.2516
H 1.4983 -0.2933 1.6087 0.3065
H 1.4739 0.5242 -0.7284 0.4702
```


3.
Molecular formula: C2H2N3O2S
Method: DFT, ωB97M-V/def2-TZVPD

Results
net charge: -1
HOMO-LUMO gap (spin up / spin down): 7.996 / 7.997 eV

```
10
Properties=species:S:1:pos:R:3:nbo_charge:R:1
C -1.7715 0.7519 0.2650 0.0846
C 0.7046 0.2292 -0.0615 0.1570
N -0.9519 1.6763 0.1585 -0.5502
N -0.0536 -0.6889 -0.3013 -0.3127
N -1.3720 -0.6053 -0.0546 -0.4853
O 2.8029 -0.8774 0.8593 -0.9983
O 2.7600 -0.3213 -1.4443 -0.9974
S 2.6783 0.2404 -0.0955 1.5625
H -2.7773 0.9284 0.5288 0.1581
H -2.0195 -1.3332 0.1457 0.3818
```


4.
Molecular formula: C2H2N3O3
Method: DFT, ωB97M-V/def2-TZVPD

Results
net charge: +1
HOMO-LUMO gap (spin up / spin down): 7.539 / 7.536 eV

```
10
Properties=species:S:1:pos:R:3:nbo_charge:R:1
C 2.2057 -1.5777 0.1194 0.1159
C 1.4284 -0.4331 0.0974 -0.0310
N 3.1956 -2.1640 0.2154 -0.2112
N 3.6628 0.6973 -0.0184 0.8143
N 0.1621 -0.3799 -0.0187 -0.1573
O 3.7402 0.7442 -1.1195 0.0246
O 3.9015 0.7693 1.0987 -0.0058
O -0.4883 0.8223 -0.1331 -0.4855
H -0.5052 -1.2896 0.0227 0.4217
H -1.5041 0.7095 -0.1041 0.5143
```


5.
Molecular formula: C2H2N3O3S2
Method: DFT, ωB97M-V/def2-TZVPD

Results
net charge: -1
HOMO-LUMO gap: 7.653 eV

```
12
Properties=species:S:1:pos:R:3:nbo_charge:R:1
C -1.2076 3.4321 0.0272 0.1967
C -1.1841 0.0015 0.1535 0.7284
N -1.1812 2.2441 0.0007 -0.2481
N 0.1704 -0.0358 -0.1728 -0.8561
N -1.8371 1.1246 0.2023 -0.4319
O -4.4386 -0.8019 1.0316 -0.9482
O -1.7356 -1.1217 0.3812 -0.7363
O -3.8310 -0.6839 -1.3331 -0.9518
S -0.8214 4.9645 -0.0389 -0.2112
S -3.7083 -1.3973 -0.0729 1.6908
H 0.6796 0.8224 -0.0318 0.3829
H 0.6471 -0.8872 0.0756 0.3848
```


6.
Molecular formula: C2H2N3OS
Method: DFT, ωB97M-V/def2-TZVPD

Results
net charge: -1
HOMO-LUMO gap: 7.842 eV

```
9
Properties=species:S:1:pos:R:3:nbo_charge:R:1
C -0.2662 1.6321 0.1913 0.4165
C -0.9984 -0.9933 0.2625 0.4086
N -0.7921 2.5874 0.6468 -0.5393
N 1.4978 0.0784 -0.4580 -0.6670
N 0.0797 0.5220 -0.3331 -0.4941
O -0.3768 -1.6278 1.0520 -0.6047
S -2.2694 -1.2063 -0.6152 -0.2250
H 1.2865 -0.6710 -1.1970 0.3597
H 1.8389 -0.3215 0.4507 0.3453
```


7.
Molecular formula: C2H2N3S2
Method: DFT, ωB97M-V/def2-TZVPD

Results
net charge: +1
HOMO-LUMO gap (spin up / spin down): 7.661 / 7.660 eV

```
9
Properties=species:S:1:pos:R:3:nbo_charge:R:1
C -0.6135 -1.1794 -0.4601 -0.2765
C -0.2751 -2.2263 -1.2659 0.0218
N 0.0653 0.5420 0.9475 -0.4777
N 0.7380 2.9549 1.0502 -0.8334
N 0.2718 -0.4619 0.2390 -0.0094
S 0.0923 -3.4476 -2.1219 0.5704
S 0.5300 1.7117 1.9141 1.3350
H -1.6031 -0.6669 -0.3284 0.2657
H 0.7942 2.7734 0.0255 0.4041
```


8.
Molecular formula: C2H2N4
Method: DFT, ωB97M-V/def2-TZVPD

Results
HOMO-LUMO gap: 8.514 eV

```
8
Properties=species:S:1:pos:R:3:nbo_charge:R:1
C -2.6061 -0.3447 0.1239 0.1083
C -1.3025 -0.1225 0.4645 0.2259
N -3.2662 -1.0308 -0.5107 -0.1879
N -1.2434 -1.2676 -1.8099 -0.0509
N -0.7244 0.7080 1.1817 -0.5374
N -0.5403 -0.8631 -1.0018 -0.2392
H 0.3076 0.7563 1.0068 0.3480
H 0.5305 -0.5885 -1.0363 0.3332
```


Max |F| for every record listed, in sequence, given in eV Å⁻¹: 6.4; 5.2; 3.2; 3.9; 2.2; 3.8; 3.5; 2.9.
Energy above the lowest of the compared OMol25 structures with the same formula, charge and spin for every record listed, in sequence, given in kcal per mole: 45.7; 44.3; 97.1; 209.2; 14.9; 38.9; 48.7; 96.5.